DFT (wB97M-V/def2-TZVPD) results for a cluster of 2 separate species, CHClN2O3 in total in a non-equilibrium geometry.

The strongest force on any atom comes out at 2.208 eV/A. Its energy above the lowest of the compared OMol25 structures with the same formula, charge and spin is 1.168 eV. The calculation puts the gap between HOMO and LUMO at 9.66 eV. As for the SMILES: O=[N+]([O-])C#[N+][O-].Cl. The value obtained for the energy is -22691.25087 eV.

Last columns: bonded neighbours and bond lengths (Å).
Geometry (Å):
1 C 2.65898 -1.03082 -2.17903  N2 1.132, N3 1.367
2 N 2.66377 0.06260 -2.47226  C1 1.132, O5 1.165
3 N 2.15729 -2.12897 -1.53829  C1 1.367, O4 1.229, O6 1.193
4 O 1.03590 -2.42540 -1.94580  N3 1.229
5 O 2.87704 1.15831 -2.80723  N2 1.165
6 O 2.84266 -2.66568 -0.72226  N3 1.193
7 Cl -0.63363 -0.47840 -0.25274  H8 1.273
8 H -0.12188 0.22154 0.67974  Cl7 1.273